(1)
{
  "formula": "CH3NOS2",
  "method": "ωB97M-V/def2-TZVPD",
  "symbols": ["H", "S", "N", "O", "S", "H", "H", "C"],
  "xyz": [[-0.59561, 1.30284, -3.16369], [0.44428, -0.48823, 0.95232], [-1.02424, 0.90680, -2.38522], [2.02112, -0.20863, 3.08230], [-1.22981, -0.69098, -2.34735], [0.62829, -1.71510, 2.96969], [-1.29542, 1.55170, -1.63871], [1.05138, -0.65841, 2.53066]],
  "homo_energy_ev": [-8.54, -9.00],
  "spin_multiplicity": 3,
  "charge": 0,
  "homo_lumo_gap_ev": [9.05, 6.04]
}

***

(2)
{
  "formula": "CH3NS2",
  "method": "ωB97M-V/def2-TZVPD",
  "symbols": ["H", "H", "S", "N", "H", "C", "S"],
  "xyz": [[0.81289, -1.24774, -0.16365], [-1.91152, 0.32174, 0.75242], [2.95104, -0.39570, 0.12942], [-1.50598, 0.02393, -0.05392], [-2.11441, 0.64528, -0.53770], [1.33391, -0.40491, -0.15398], [0.43408, 1.05739, 0.02741]],
  "homo_energy_ev": -8.96,
  "spin_multiplicity": 1,
  "charge": 0,
  "homo_lumo_gap_ev": 7.94,
  "smiles": "NSC=S"
}

***

(3)
{
  "formula": "CH3NS2",
  "method": "ωB97M-V/def2-TZVPD",
  "symbols": ["H", "N", "H", "C", "H", "S", "S"],
  "xyz": [[-1.24244, -0.69997, -0.57757], [-0.28376, -0.15464, -0.25446], [1.12123, 0.99371, -0.87715], [0.24800, 0.60128, -1.20180], [1.06235, -0.01242, 1.58564], [-0.50101, 0.97668, -2.61589], [0.55781, -1.08827, 0.90202]],
  "homo_energy_ev": [-5.86, -8.84],
  "spin_multiplicity": 3,
  "charge": 0,
  "homo_lumo_gap_ev": [6.58, 6.19]
}

***

For each record above, in turn, the calculated total energy values are -26290.57423 -24243.34580 -24241.85668 eV.